The following is a DFT calculation (ωB97M-V with the def2-TZVPD basis set) of 2 unconnected molecules or ions with the total composition C22H32FO2Si2 in a non-equilibrium geometry.

```
59
Properties=species:S:1:pos:R:3
C 2.143 2.978 0.646
Si 2.256 2.151 -1.005
C 2.484 3.242 -2.500
C 3.390 0.715 -0.894
O 0.686 1.477 -1.332
C -0.207 0.566 -1.027
C 0.041 -0.772 -0.655
C -1.111 -1.568 -1.208
O -1.461 0.945 -1.112
Si -2.059 2.492 -1.640
C -3.044 2.999 -0.174
C -0.804 3.771 -2.095
C -3.045 2.084 -3.161
H 3.166 3.215 1.000
H 1.560 3.913 0.631
H 1.681 2.304 1.389
H 3.420 3.826 -2.423
H 2.561 2.637 -3.417
H 1.675 3.968 -2.672
H 4.352 1.061 -0.488
H 2.986 -0.055 -0.222
H 3.564 0.258 -1.877
H 1.030 -1.169 -0.957
H -0.797 -2.618 -1.330
H -1.946 -1.558 -0.476
H -1.509 -1.211 -2.195
H -3.725 3.816 -0.462
H -3.638 2.163 0.225
H -2.382 3.358 0.629
H -1.370 4.685 -2.356
H -0.122 4.048 -1.283
H -0.214 3.506 -2.978
H -3.595 2.993 -3.458
H -2.411 1.782 -4.011
H -3.779 1.280 -2.986
F -4.612 -1.491 3.510
C -3.299 -1.480 3.114
C -2.803 -0.252 2.627
C -1.489 -0.241 2.178
C -0.675 -1.419 2.151
C 0.534 -1.430 1.322
C 1.310 -2.697 1.216
C 2.726 -2.775 1.380
C 3.396 -3.997 1.310
C 2.646 -5.172 1.069
C 1.259 -5.134 0.841
C 0.620 -3.894 0.889
C -1.191 -2.564 2.864
C -2.518 -2.634 3.250
H -3.410 0.676 2.625
H -1.055 0.682 1.746
H 1.136 -0.505 1.410
H 3.293 -1.861 1.644
H 4.492 -4.050 1.498
H 3.158 -6.128 1.079
H 0.684 -6.061 0.674
H -0.457 -3.859 0.743
H -0.567 -3.459 3.027
H -2.953 -3.536 3.709
```

For the highest occupied orbital energy, the calculation gives -11.39 eV. Its charge is +1. The energy relative to the best compared isomer or geometry (same formula, charge and spin) is 0.000 eV. The calculation puts the total energy at -1686.68938 hartree.



The following is a DFT calculation (ωB97M-V with the def2-TZVPD basis set) of a molecular structure, C13H35AgBrN2O5 in a non-equilibrium geometry.

```
57
Properties=species:S:1:pos:R:3
Ag -2.298 -0.587 -0.472
C 1.945 -3.468 0.919
C 1.718 -1.913 1.026
C 3.071 -1.146 1.312
C 3.925 -0.861 0.066
C 3.106 -0.288 -1.122
C 1.952 -1.181 -1.511
N 1.072 -1.301 -0.253
O -0.240 -1.842 -0.507
C 2.350 -2.584 -2.068
C 1.229 -0.328 -2.619
C 0.836 -1.561 2.300
H 2.738 -3.829 0.265
H 0.981 -3.931 0.707
H 2.253 -3.662 1.946
H 3.550 -1.646 2.153
H 2.900 -0.175 1.777
H 4.519 -1.715 -0.257
H 4.719 -0.206 0.426
H 3.709 0.006 -1.981
H 2.836 0.687 -0.718
H 3.357 -2.872 -1.765
H 2.323 -2.543 -3.157
H 1.621 -3.355 -1.818
H 1.237 0.751 -2.469
H 0.210 -0.656 -2.825
H 1.726 -0.421 -3.584
H 0.742 -0.476 2.346
H 1.289 -1.853 3.248
H -0.184 -1.940 2.366
Br -2.965 -0.268 -3.120
O -3.934 0.790 0.125
H -3.632 1.690 0.253
H -4.855 0.878 -0.120
O -3.217 -2.594 -0.505
H -3.390 -3.076 -1.314
H -3.030 -3.272 0.144
O -2.578 -0.942 1.858
H -3.434 -0.759 2.246
H -2.221 -1.655 2.388
C 0.671 2.753 0.345
C -0.860 2.412 0.419
C -1.723 3.690 0.460
O -3.144 3.395 0.457
C -4.131 4.357 0.693
N -1.123 1.511 -0.802
H 1.284 1.852 0.332
H 0.988 3.471 1.102
H 0.892 3.260 -0.595
H -0.835 1.939 1.400
H -1.642 4.216 -0.492
H -1.579 4.416 1.259
H -3.818 4.865 1.605
H -5.064 3.820 0.867
H -4.216 5.094 -0.106
H -1.376 2.032 -1.630
H -0.261 1.023 -0.999
```

The multiplicity is 3. For the highest occupied orbital energy (spin up / spin down), the calculation gives 0.34 / -4.00 eV. Its charge is -1. The energy relative to the best compared isomer or geometry (same formula, charge and spin) is 0.000 eV. The calculation puts the total energy at -3722.86462 hartree. As for the expectation value of S²: 2.01.



The following is a DFT calculation (ωB97M-V with the def2-TZVPD basis set) of a molecular structure, C44H44N6P2S2SeTl.

```
100
Properties=species:S:1:pos:R:3
Tl -0.130 -0.108 0.445
N -2.689 -0.408 -0.391
C -3.342 -1.623 -0.037
C -4.674 -1.847 -0.241
C -5.277 -3.060 0.158
C -4.537 -4.032 0.763
C -3.165 -3.813 1.033
C -2.366 -4.745 1.736
C -1.080 -4.426 2.055
C -0.576 -3.170 1.662
N -1.270 -2.308 0.954
C -2.561 -2.605 0.634
H -2.297 -0.461 -1.328
H -3.304 0.397 -0.377
H -5.270 -1.087 -0.731
H -6.331 -3.212 -0.028
H -4.989 -4.967 1.066
H -2.797 -5.691 2.037
H -0.443 -5.101 2.606
H 0.430 -2.872 1.926
N 1.861 -0.198 -2.331
P 0.487 -1.168 -2.100
C -0.550 -0.960 -3.574
C -0.130 -0.293 -4.719
C -0.960 -0.229 -5.829
C -2.206 -0.835 -5.806
C -2.623 -1.524 -4.674
C -1.797 -1.587 -3.565
C 1.091 -2.857 -2.338
C 0.635 -3.906 -1.551
C 1.089 -5.196 -1.779
C 2.005 -5.441 -2.791
C 2.457 -4.397 -3.586
C 1.995 -3.110 -3.370
P 2.141 1.016 -1.118
C 3.935 0.965 -0.965
C 4.471 0.439 0.208
C 5.846 0.306 0.341
C 6.678 0.697 -0.696
C 6.146 1.221 -1.869
C 4.776 1.357 -2.008
C 1.843 2.593 -1.966
C 2.396 3.733 -1.378
C 2.111 4.993 -1.880
C 1.275 5.126 -2.982
C 0.730 3.997 -3.572
C 1.009 2.737 -3.063
H 2.696 -0.770 -2.435
H 0.851 0.164 -4.744
H -0.627 0.291 -6.717
H -2.848 -0.785 -6.675
H -3.584 -2.019 -4.660
H -2.117 -2.167 -2.704
H -0.060 -3.717 -0.749
H 0.738 -6.007 -1.156
H 2.367 -6.445 -2.961
H 3.168 -4.587 -4.378
H 2.337 -2.311 -4.018
H 3.815 0.112 1.004
H 6.260 -0.115 1.247
H 7.750 0.591 -0.594
H 6.802 1.524 -2.674
H 4.359 1.773 -2.918
H 3.074 3.636 -0.535
H 2.555 5.868 -1.425
H 1.061 6.107 -3.383
H 0.076 4.097 -4.427
H 0.550 1.871 -3.518
C -3.186 3.404 6.571
C -2.288 2.673 5.616
C -0.979 3.076 5.407
C -0.111 2.384 4.560
C 1.294 2.920 4.439
C -0.584 1.245 3.896
Se 0.658 0.258 2.812
C -1.908 0.821 4.085
C -2.468 -0.368 3.366
C -2.732 1.542 4.937
H -2.851 4.428 6.725
H -3.194 2.910 7.543
H -4.214 3.428 6.211
H -0.605 3.954 5.923
H 1.824 2.805 5.385
H 1.277 3.993 4.232
H 1.877 2.421 3.671
H -2.426 -0.230 2.280
H -3.507 -0.535 3.645
H -1.892 -1.269 3.588
H -3.754 1.208 5.078
N -2.055 3.182 1.949
C -1.081 3.154 1.046
N 0.081 3.730 1.342
S -1.308 2.420 -0.482
H -1.912 3.492 2.901
H -2.926 2.738 1.721
H 0.277 4.117 2.252
H 0.816 3.695 0.650
S 4.058 -3.184 0.941
C 2.753 -2.265 0.683
N 1.805 -1.600 0.473
```

For the highest occupied orbital energy, the calculation gives -9.81 eV. Its charge is +1. The energy relative to the best compared isomer or geometry (same formula, charge and spin) is 0.804 eV. The calculation puts the total energy at -6084.53820 hartree.